Here is C69H135N8Ni2O14 as an isolated structure in a non-equilibrium geometry from OMol25. Energies are from wB97M-V/def2-TZVPD.

CARTESIAN COORDINATES (ANGSTROEM)
Ni1 -7.17 -24.44 -26.86
Ni2 -4.65 -29.09 -21.23
N1 -9.39 -23.38 -27.88
O1 -10.38 -22.73 -28.21
O2 -9.06 -24.47 -28.31
O3 -8.62 -22.97 -27.03
C1 -6.19 -27.87 -25.04
C2 -5.90 -28.09 -23.73
C3 -6.03 -26.95 -22.69
O4 -5.51 -27.10 -21.51
C4 -6.52 -25.77 -23.03
C5 -6.94 -25.50 -24.38
C6 -6.86 -26.66 -25.49
O5 -7.11 -26.35 -26.68
O6 -7.28 -24.37 -24.87
O7 -5.36 -29.21 -23.40
H1 -6.16 -28.70 -25.73
H2 -6.58 -24.96 -22.32
C7 -10.11 -21.94 -20.33
C8 -8.61 -22.12 -19.91
C9 -7.80 -21.83 -21.16
C10 -7.67 -20.43 -21.60
C11 -7.15 -19.59 -20.41
C12 -8.03 -19.73 -19.09
N2 -8.24 -21.15 -18.86
O8 -9.01 -21.33 -17.68
C13 -7.07 -19.34 -17.98
C14 -9.38 -18.94 -19.08
C15 -8.11 -23.52 -19.36
H3 -10.70 -21.97 -19.41
H4 -10.58 -22.72 -20.92
H5 -10.29 -20.94 -20.72
H6 -6.81 -22.28 -21.09
H7 -8.21 -22.28 -22.06
H8 -8.58 -19.96 -21.97
H9 -7.09 -20.26 -22.50
H10 -7.09 -18.56 -20.74
H11 -6.12 -19.87 -20.19
H12 -6.18 -19.97 -17.96
H13 -6.64 -18.35 -18.14
H14 -7.41 -19.31 -16.95
H15 -9.45 -18.22 -19.90
H16 -10.32 -19.49 -18.99
H17 -9.32 -18.35 -18.17
H18 -8.44 -23.65 -18.33
H19 -7.05 -23.80 -19.31
H20 -8.56 -24.29 -19.99
H21 -8.32 -21.57 -17.06
C16 -8.29 -27.57 -19.90
C17 -8.96 -28.98 -19.76
C18 -10.29 -28.99 -20.51
C19 -10.92 -30.30 -20.66
C20 -9.94 -31.37 -21.19
C21 -8.50 -31.44 -20.59
N3 -8.08 -30.04 -20.39
O9 -6.70 -29.92 -19.97
C22 -8.44 -32.27 -19.32
C23 -7.47 -32.14 -21.55
C24 -9.11 -29.26 -18.28
H22 -8.95 -26.91 -19.35
H23 -8.29 -27.31 -20.96
H24 -7.31 -27.49 -19.44
H25 -10.94 -28.25 -20.03
H26 -10.12 -28.52 -21.48
H27 -11.80 -30.23 -21.29
H28 -11.31 -30.53 -19.66
H29 -9.75 -31.39 -22.27
H30 -10.49 -32.30 -21.02
H31 -9.24 -32.06 -18.61
H32 -8.33 -33.35 -19.48
H33 -7.61 -31.86 -18.74
H34 -6.54 -32.21 -21.00
H35 -7.67 -33.12 -22.00
H36 -7.33 -31.55 -22.45
H37 -8.10 -29.44 -17.90
H38 -9.80 -30.08 -18.05
H39 -9.51 -28.40 -17.74
H40 -6.80 -30.37 -19.12
C25 -5.78 -25.70 -29.13
C26 -5.26 -24.25 -29.24
C27 -6.13 -23.61 -30.42
C28 -6.02 -22.08 -30.56
C29 -6.15 -21.33 -29.22
C30 -5.24 -21.92 -28.09
N4 -5.45 -23.42 -27.98
O10 -4.97 -23.97 -26.81
C31 -3.80 -21.41 -28.41
C32 -5.75 -21.19 -26.79
C33 -3.76 -24.41 -29.65
H41 -5.38 -26.15 -28.23
H42 -5.40 -26.39 -29.89
H43 -6.86 -25.83 -29.14
H44 -5.72 -23.94 -31.37
H45 -7.18 -23.90 -30.38
H46 -6.82 -21.70 -31.19
H47 -5.13 -21.69 -31.06
H48 -7.18 -21.52 -28.92
H49 -6.08 -20.25 -29.32
H50 -3.67 -21.35 -29.49
H51 -3.55 -20.43 -28.01
H52 -3.01 -22.05 -28.04
H53 -5.19 -21.60 -25.94
H54 -5.41 -20.15 -26.78
H55 -6.82 -21.11 -26.60
H56 -3.20 -23.50 -29.85
H57 -3.53 -25.04 -30.51
H58 -3.20 -24.92 -28.87
H59 -4.01 -23.90 -26.79
C34 -11.95 -30.62 -27.98
C35 -10.46 -30.68 -27.58
C36 -10.39 -29.44 -26.60
C37 -9.07 -29.37 -25.78
C38 -8.96 -30.69 -25.02
C39 -9.02 -31.94 -25.85
N5 -10.22 -31.91 -26.77
O11 -10.29 -33.03 -27.60
C40 -7.65 -32.03 -26.57
C41 -9.18 -33.12 -24.85
C42 -9.65 -30.31 -28.83
H60 -12.13 -31.21 -28.88
H61 -12.23 -29.57 -28.10
H62 -12.68 -30.93 -27.24
H63 -10.54 -28.46 -27.05
H64 -11.14 -29.45 -25.81
H65 -9.26 -28.51 -25.14
H66 -8.19 -29.28 -26.41
H67 -9.68 -30.70 -24.20
H68 -8.04 -30.74 -24.44
H69 -7.66 -32.88 -27.26
H70 -7.43 -31.16 -27.18
H71 -6.84 -32.24 -25.88
H72 -8.24 -33.29 -24.33
H73 -9.95 -32.88 -24.12
H74 -9.42 -34.11 -25.24
H75 -10.24 -30.23 -29.75
H76 -8.83 -31.00 -29.04
H77 -9.22 -29.31 -28.85
H78 -10.99 -33.54 -27.18
C43 -10.57 -25.57 -22.26
C44 -11.05 -24.87 -23.60
C45 -10.75 -25.75 -24.83
C46 -11.55 -25.39 -26.10
C47 -13.01 -25.47 -25.78
C48 -13.43 -24.50 -24.61
N6 -12.55 -24.77 -23.47
O12 -12.86 -24.06 -22.37
C49 -13.50 -23.08 -25.29
C50 -14.83 -24.97 -24.22
C51 -10.32 -23.58 -23.79
H79 -10.59 -24.85 -21.44
H80 -9.59 -26.02 -22.42
H81 -11.19 -26.44 -22.00
H82 -9.74 -25.54 -25.19
H83 -10.82 -26.81 -24.59
H84 -11.35 -26.07 -26.93
H85 -11.46 -24.40 -26.55
H86 -13.31 -26.46 -25.44
H87 -13.50 -25.25 -26.72
H88 -12.52 -22.76 -25.63
H89 -14.26 -23.20 -26.06
H90 -13.79 -22.36 -24.53
H91 -14.89 -25.98 -23.80
H92 -15.13 -24.18 -23.54
H93 -15.51 -24.90 -25.07
H94 -10.60 -22.76 -23.12
H95 -10.44 -23.13 -24.78
H96 -9.25 -23.74 -23.62
H97 -12.31 -23.31 -22.58
C52 -6.65 -29.00 -30.86
C53 -5.22 -29.49 -30.97
C54 -4.47 -28.49 -31.93
C55 -2.92 -28.44 -31.71
C56 -2.48 -28.43 -30.26
C57 -3.15 -29.43 -29.33
N7 -4.65 -29.46 -29.55
O13 -5.33 -30.27 -28.64
C58 -2.49 -30.80 -29.39
C59 -2.92 -28.84 -27.95
C60 -5.00 -30.89 -31.57
H98 -6.95 -28.14 -30.27
H99 -7.33 -29.75 -30.45
H100 -6.91 -28.79 -31.90
H101 -4.62 -28.84 -32.95
H102 -4.85 -27.47 -31.94
H103 -2.66 -27.50 -32.18
H104 -2.40 -29.19 -32.30
H105 -2.29 -27.45 -29.81
H106 -1.46 -28.81 -30.39
H107 -2.94 -31.51 -28.69
H108 -2.46 -31.15 -30.42
H109 -1.45 -30.81 -29.09
H110 -1.87 -28.63 -27.71
H111 -3.46 -27.91 -27.78
H112 -3.17 -29.48 -27.10
H113 -4.04 -31.00 -32.08
H114 -5.75 -31.14 -32.32
H115 -5.10 -31.66 -30.80
H116 -5.84 -29.63 -28.14
C61 -0.58 -32.20 -26.05
C62 -1.44 -32.24 -24.77
C63 -2.68 -31.30 -24.79
C64 -3.80 -31.73 -25.65
C65 -4.27 -33.13 -25.16
C66 -3.12 -34.21 -25.03
N8 -1.96 -33.60 -24.37
O14 -0.87 -34.41 -24.28
C67 -3.73 -35.38 -24.28
C68 -2.79 -34.62 -26.45
C69 -0.58 -31.69 -23.63
H117 -0.07 -31.23 -26.06
H118 -1.23 -32.28 -26.92
H119 0.26 -32.88 -26.23
H120 -3.11 -31.24 -23.80
H121 -2.31 -30.35 -25.19
H122 -3.54 -31.70 -26.71
H123 -4.64 -31.03 -25.62
H124 -4.97 -33.39 -25.95
H125 -4.87 -33.09 -24.24
H126 -4.75 -35.65 -24.54
H127 -3.02 -36.21 -24.40
H128 -3.72 -35.28 -23.20
H129 -3.09 -33.84 -27.14
H130 -1.73 -34.85 -26.58
H131 -3.13 -35.54 -26.92
H132 0.08 -32.47 -23.25
H133 -1.16 -31.31 -22.80
H134 0.12 -30.92 -23.97
H135 -0.54 -34.59 -25.16

Results
Max |F| (eV/Å): 5.8
2S+1: 5
Calculated total energy (eV): -196389.29482
Net charge: +1
HOMO (alpha / beta) (eV): -9.15 / -9.15
Frontier orbital gap (alpha / beta) (eV): 6.33 / 2.54

These are the Mulliken partial charges, in e, on atoms 1 to 6: 2.11, 0.63, 1.11, -0.76, -0.60, -0.66